The following is a DFT calculation (the ωB97M-V functional and the def2-TZVPD basis) of a 9-piece molecular cluster, C26H56N4O18S3 overall in a non-equilibrium geometry.

Summary:
Total charge   0
Spin multiplicity   1
Maximum force   2.4 eV/A
SMILES string   O=S1(=O)OCCO1.O=S1(=O)OCCO1.O=S1(=O)OCCO1.CNC(C)=O.CNC(C)=O.CNC(C)=O.CNC(C)=O.C1CCOC1.C1CCOC1
E_HOMO   -9.155 eV
Orbital gap   9.10 eV
DFT total energy   -3792.117103 Eh

Last column: Löwdin charge in e.
Geometry (Å):
C -2.519247 -6.198198 3.523338  -0.0036
C -1.959428 -4.795000 3.504441  -0.5570
O -2.125016 -4.026806 4.436459  0.0328
N -1.236803 -4.478619 2.400084  0.0197
C -0.495464 -3.250120 2.263170  -0.0631
H -3.605254 -6.238651 3.563287  0.0840
H -2.264676 -6.558524 4.528018  0.0878
H -2.037564 -6.901696 2.848962  0.0744
H -1.154762 -5.198608 1.703819  0.1303
H -0.238296 -2.778424 3.207036  0.0968
H -1.074962 -2.535237 1.667345  0.0673
H 0.422249 -3.371981 1.687698  0.0755
C 1.000269 -2.940983 -1.562132  0.0114
C 2.284095 -3.684092 -1.787342  -0.5511
O 2.345085 -4.650516 -2.531275  0.0430
N 3.369042 -3.123705 -1.195034  -0.0021
C 4.751166 -3.539677 -1.334937  -0.0616
H 0.728442 -2.833802 -0.515091  0.0670
H 0.205124 -3.380854 -2.159385  0.0700
H 1.012664 -1.935513 -1.997206  0.0642
H 3.176866 -2.500951 -0.427628  0.1314
H 4.784749 -4.606736 -1.548238  0.0877
H 5.251516 -3.237418 -0.419255  0.0887
H 5.268421 -3.044636 -2.163616  0.0690
C -3.445643 4.101573 -2.623304  -0.0061
C -1.951162 4.229811 -2.557923  -0.5379
O -1.364742 4.477645 -1.516607  0.0414
N -1.291969 3.871667 -3.690205  0.0162
C 0.169584 3.966047 -3.706285  -0.0502
H -3.740712 3.208911 -2.073638  0.0820
H -3.866952 4.088359 -3.639742  0.0770
H -4.087715 4.941702 -2.340906  0.0854
H -1.673903 3.258068 -4.385677  0.1271
H 0.444539 3.362635 -4.573155  0.0871
H 0.615124 3.511641 -2.826452  0.0599
H 0.552867 4.974511 -3.834746  0.0905
C 3.361572 -0.661678 -3.105721  0.0048
C 2.359515 -1.171575 -4.119862  -0.5514
O 1.387584 -0.528852 -4.492247  0.0147
N 2.690142 -2.387507 -4.629700  0.0202
C 2.015153 -2.968258 -5.749236  -0.0636
H 3.685181 0.353649 -3.338672  0.0955
H 4.251252 -1.282677 -3.133345  0.0632
H 2.859855 -0.593849 -2.142260  0.0547
H 3.347563 -2.911805 -4.079049  0.1118
H 2.540791 -2.930031 -6.708327  0.0838
H 1.054894 -2.476680 -5.882256  0.0759
H 1.869452 -4.038623 -5.587695  0.0890
C -3.165488 -1.239965 -3.440135  -0.1612
C -1.930802 -1.851381 -4.122249  -0.1489
O -2.102571 -3.258959 -3.972505  -0.1807
S -2.973217 -3.651066 -2.703047  0.5873
O -2.189392 -3.910022 -1.554341  -0.2258
O -3.916111 -4.624449 -3.090654  -0.2050
O -3.691816 -2.219197 -2.560455  -0.1790
H -3.873535 -0.910418 -4.200214  0.1297
H -2.875277 -0.367036 -2.855336  0.1098
H -0.989703 -1.490002 -3.701263  0.1044
H -1.890522 -1.638285 -5.187284  0.1345
C -0.776099 5.825888 1.307835  -0.1415
C -0.278076 4.393562 1.436154  -0.1631
O 1.115475 4.456582 1.795885  -0.2082
S 1.748840 5.785185 1.181404  0.5918
O 2.346692 5.487803 -0.068254  -0.2260
O 2.496377 6.479772 2.162298  -0.2213
O 0.375933 6.608285 0.949857  -0.1834
H -1.060540 6.140237 2.309742  0.1361
H -1.464797 5.790839 0.469652  0.1141
H -0.280929 3.894036 0.466824  0.0870
H -0.834652 3.794892 2.152422  0.1272
C -3.926350 0.056701 2.589345  -0.1442
C -3.431380 -0.922309 3.660893  -0.1278
O -2.625648 -0.153040 4.583800  -0.1771
S -2.225841 1.230030 3.919236  0.5790
O -1.149753 0.984620 3.017471  -0.2254
O -2.168124 2.288102 4.848683  -0.1995
O -3.582045 1.359598 3.081427  -0.1923
H -4.995671 0.101662 2.419595  0.1341
H -3.381495 -0.130471 1.662986  0.1026
H -2.839201 -1.792409 3.383735  0.1043
H -4.265942 -1.330813 4.232334  0.1335
C 2.784768 2.771579 5.615254  -0.1540
C 1.633124 2.500481 4.646774  -0.1760
C 2.128717 1.353239 3.802499  -0.1944
O 2.978821 0.598739 4.683667  -0.1314
C 3.342564 1.366421 5.821682  -0.2118
H 2.380988 3.312158 6.470186  0.1118
H 3.551043 3.409647 5.171145  0.1117
H 1.356972 3.411901 4.108316  0.0999
H 0.697592 2.318956 5.184783  0.1047
H 2.618786 1.754539 2.907468  0.1140
H 1.365302 0.635684 3.505264  0.1007
H 4.430942 1.428016 5.908144  0.1111
H 2.971784 0.896653 6.736573  0.1153
C -0.788673 1.130656 -0.792480  -0.1423
C 0.717926 1.287959 -1.026711  -0.1355
C 1.214344 0.600377 0.253658  -0.1933
O 0.393976 -0.527637 0.416551  -0.1404
C -0.861099 -0.294182 -0.191416  -0.1992
H -1.382900 1.109032 -1.707001  0.0951
H -1.151430 1.854991 -0.062981  0.1008
H 0.986148 2.344960 -1.035262  0.0998
H 1.043594 0.834163 -1.962762  0.0979
H 1.137419 1.289967 1.098862  0.1031
H 2.268930 0.364120 0.083062  0.1205
H -1.743417 -0.627966 0.352562  0.0986
H -0.945088 -0.896344 -1.119238  0.0950

Atoms 1-6, force components in eV/Å:
C 0.413 -0.331 1.413
C -0.003 -0.043 -0.322
O -0.117 0.245 -0.057
N 0.140 -0.431 0.451
C -0.155 0.753 -0.893
H -0.036 0.161 -0.642

---

The following is a DFT calculation (the ωB97M-V functional and the def2-TZVPD basis) of C26H56N6O30 as an isolated structure in a non-equilibrium geometry.

Summary:
Total charge   -2
Spin multiplicity   1
Maximum force   10.2 eV/A
E_HOMO   -1.926 eV
Orbital gap   3.91 eV
DFT total energy   -3609.816839 Eh

Last column: Löwdin charge in e.
Geometry (Å):
C -0.638394 4.048218 -2.686407  0.0416
C -1.667952 5.037875 -2.263032  -0.3807
O -2.101799 5.910693 -2.967284  0.1251
N -2.053374 4.936750 -0.810268  0.0954
H -2.622654 4.075592 -0.813792  0.0968
H -1.250147 4.729543 -0.207217  0.0988
C -2.815587 6.169362 -0.322524  0.0172
H 0.341128 4.361610 -2.319001  0.1097
H -0.556616 4.130828 -3.768687  0.1014
H -0.878723 3.041378 -2.351575  0.0777
H -2.227087 7.081801 -0.373303  0.0951
H -3.227387 5.899852 0.646334  0.0862
H -3.632812 6.377977 -1.011690  0.0853
C -2.199169 0.818166 6.462511  0.0105
C -0.848834 0.991814 5.936426  -0.4077
O 0.157290 0.624581 6.475432  0.1710
N -0.836458 1.560884 4.542026  0.1281
H -1.401620 1.003067 3.889233  0.1070
H -1.340713 2.428929 4.699072  0.1551
C 0.592572 1.845911 3.968000  0.0502
H -2.871584 0.385466 5.712106  0.0791
H -2.640016 1.790138 6.694497  0.0990
H -2.236471 0.113365 7.290063  0.1031
H 1.218628 0.955464 3.967785  0.1100
H 1.115000 2.646300 4.486184  0.1004
H 0.353060 2.136487 2.946805  0.0652
C 4.712851 -7.034443 -3.206830  0.0236
C 4.873788 -6.320997 -1.880694  -0.3680
O 5.095382 -6.844914 -0.820383  0.1450
N 4.440453 -4.858818 -1.878308  0.1008
H 5.262462 -4.256575 -1.857383  0.1691
H 4.170599 -4.618479 -2.832814  0.0946
C 3.195078 -4.641796 -1.058712  -0.1537
H 3.915747 -7.771057 -3.098482  0.1013
H 5.596980 -7.673447 -3.252617  0.0832
H 4.590931 -6.412377 -4.090121  0.0849
H 2.386619 -5.325233 -1.316012  0.1506
H 3.023699 -3.569602 -1.052887  0.1320
H 3.382672 -5.014251 -0.050418  0.1010
C 1.036679 -1.316812 -1.605646  0.0245
C 0.545430 0.094659 -1.850340  -0.3295
O 1.047397 0.889364 -2.588691  0.1149
N -0.645372 0.423491 -0.987545  0.1408
H -1.442731 0.656996 -1.582946  0.1109
H -0.869610 -0.466205 -0.535633  0.1136
C -0.324901 1.451004 0.082295  0.0219
H 1.968536 -1.624440 -2.075710  0.0585
H 0.319037 -2.079375 -1.919449  0.1079
H 1.148335 -1.452583 -0.526245  0.1001
H 0.187459 2.320485 -0.325399  0.0814
H 0.167541 1.023831 0.950197  0.0860
H -1.310765 1.815393 0.370977  0.0664
C -6.431722 -0.183642 2.573722  0.0291
C -6.068909 1.251808 2.183029  -0.3591
O -6.415146 1.766029 1.167289  0.1562
N -5.261542 2.085515 3.193214  0.0675
H -5.870770 2.865121 3.427002  0.1622
H -5.051794 1.620279 4.071083  0.1302
C -3.995694 2.659407 2.526376  0.0196
H -5.796151 -0.844371 1.978670  0.0940
H -7.486741 -0.273718 2.320266  0.0935
H -6.261853 -0.340906 3.637355  0.0825
H -4.149269 3.238289 1.617446  0.0871
H -3.260647 1.869656 2.381906  0.0665
H -3.688687 3.401409 3.263769  0.0880
C 3.499914 0.015085 -0.550746  -0.0436
C 3.243718 1.042144 -1.606499  -0.3919
O 2.502635 1.958933 -1.459828  0.0918
N 3.904160 0.866171 -2.962693  0.0994
H 3.684509 -0.085519 -3.277432  0.1038
H 3.568671 1.513220 -3.668690  0.1645
C 5.425657 1.009442 -2.915276  0.0106
H 2.735576 -0.042248 0.229228  -0.1469
H 4.484112 0.162619 -0.104268  0.1158
H 3.401595 -1.020902 -0.884667  0.0927
H 5.673792 1.973385 -2.473735  0.0890
H 5.780674 0.927460 -3.938744  0.0922
H 5.782172 0.227277 -2.249792  0.0886
O -4.399049 0.560499 -0.517330  0.0959
C -3.679353 1.457670 -1.271530  -0.7396
O -3.036732 1.117166 -2.276329  0.0106
O -3.535596 2.605457 -0.745142  -0.0862
H -4.683181 1.215127 0.124229  0.0365
O 0.328040 -1.448640 -4.674942  0.0192
C -0.065452 -2.758784 -4.854906  -0.8347
O 0.729242 -3.578133 -5.403308  -0.0779
O -1.223710 -3.087738 -4.575454  -0.0309
H 1.265028 -1.710663 -4.723223  0.0242
O -4.003663 -0.899695 1.774862  0.0854
C -3.373786 -0.150702 2.683852  -0.7623
O -2.168197 0.153126 2.504831  -0.0078
O -4.014206 0.260171 3.700882  -0.1126
H -3.179865 -1.059993 1.249875  0.1018
O 0.687783 4.395747 3.008084  0.0684
C -0.033203 4.385105 1.880384  -0.8109
O 0.356834 5.002716 0.852011  -0.0439
O -1.134556 3.794023 1.766948  -0.0559
H 0.073458 4.148750 3.706815  0.0766
O 1.834807 -4.457317 -0.089270  -0.0774
C 1.661402 -5.698718 0.466757  -0.7978
O 2.583449 -6.327200 1.023648  -0.0207
O 0.478936 -6.151937 0.474427  -0.0222
H 0.901637 -4.269442 -0.321335  0.1214
O -1.019212 -3.696955 -0.447493  0.0745
C -2.178258 -3.099750 -0.242910  -0.7959
O -3.103117 -3.937239 -0.057176  -0.0049
O -2.259267 -1.833640 -0.260659  -0.0447
H -1.714956 -4.405465 -0.321162  0.0769
O 2.586143 1.749303 1.366030  0.0967
C 3.044360 0.580640 1.827208  -0.7919
O 3.826059 0.591877 2.798858  -0.0008
O 2.683215 -0.464267 1.231768  0.0325
H 3.004304 2.421161 1.916030  0.1250
O 3.200438 -3.719747 -4.455854  0.0676
C 3.597789 -2.497053 -4.079894  -0.8046
O 4.807671 -2.318663 -3.826451  -0.0481
O 2.756213 -1.555918 -3.995201  -0.0730
H 2.245735 -3.468653 -4.527788  0.0657

Atoms 1-6, force components in eV/Å:
C -0.077 0.236 -0.324
C 0.896 0.727 -0.450
O -0.170 -0.552 1.084
N -0.777 2.027 -1.237
H -0.986 -1.092 0.413
H 0.959 0.091 0.590

---

Q: Among the records above, which one has the highest total charge?
A: C26H56N4O18S3

---

Q: Which value of total charge does entry 1 give?
A: 0